Record 1
ORCA calculation (the ωB97M-V functional and the def2-TZVPD basis) on 13 unconnected molecules or ions with the total composition C28H68Cl2N16O25PSSi.

ORCA input file:
```
! RIJCOSX wB97M-V def2-TZVPD def2/J DEFGRID3
* xyz 1 1
C 0.803 -3.023 3.866
C 1.585 -3.774 2.761
P 2.433 -2.647 1.559
C 2.015 -2.997 -0.210
C 1.509 -4.423 -0.505
C 1.974 -0.868 1.840
N 0.589 -0.465 1.564
C 0.679 0.653 0.724
N -0.310 1.461 0.581
C -1.552 1.195 1.349
C -2.705 2.124 0.970
O -3.639 2.288 2.003
Si -4.492 0.866 2.433
C -3.930 0.281 4.148
C -4.394 -0.521 1.153
C -6.323 1.357 2.563
N -0.149 2.572 -0.283
C -0.241 2.306 -1.454
S 0.063 2.094 -2.940
N 1.895 0.750 0.127
C 2.895 0.069 0.993
C 3.634 1.203 1.691
Cl 2.505 2.128 2.739
C 4.969 0.789 2.432
C 4.961 -0.617 2.998
Cl 5.203 1.880 3.864
H 1.435 -2.290 4.368
H 0.503 -3.748 4.621
H -0.090 -2.539 3.477
H 2.374 -4.309 3.275
H 0.884 -4.473 2.311
H 1.343 -2.279 -0.647
H 2.944 -2.879 -0.758
H 2.359 -5.096 -0.632
H 1.028 -4.381 -1.484
H 0.756 -4.795 0.184
H 2.154 -0.616 2.882
H 0.070 -1.133 0.989
H -1.311 1.317 2.402
H -1.828 0.167 1.137
H -3.182 1.814 0.035
H -2.285 3.111 0.753
H -2.933 0.642 4.397
H -3.936 -0.808 4.155
H -4.656 0.658 4.866
H -3.866 -0.277 0.236
H -3.824 -1.335 1.613
H -5.363 -0.952 0.933
H -6.823 0.932 1.692
H -6.734 0.878 3.448
H -6.477 2.434 2.592
H 1.948 0.386 -0.825
H 3.551 -0.505 0.340
H 3.929 1.891 0.907
H 5.810 0.950 1.770
H 4.262 -0.723 3.822
H 5.946 -0.809 3.423
H 4.804 -1.363 2.223
C 2.296 -0.403 -4.298
N 1.686 -1.173 -3.178
O 0.791 -1.951 -3.415
O 2.142 -0.967 -2.059
H 1.802 -0.685 -5.221
H 2.152 0.649 -4.086
H 3.347 -0.648 -4.332
C 0.673 1.589 -7.553
N 1.867 0.840 -8.021
O 1.863 0.418 -9.158
O 2.770 0.694 -7.215
H -0.049 1.637 -8.359
H 0.274 1.048 -6.709
H 0.997 2.586 -7.265
C 0.314 -2.730 -7.594
N -0.483 -2.024 -6.551
O -0.621 -0.812 -6.666
O -0.939 -2.693 -5.656
H 0.655 -2.004 -8.324
H 1.154 -3.206 -7.095
H -0.335 -3.469 -8.055
C 5.649 5.047 0.981
N 5.704 4.113 -0.179
O 6.142 2.991 0.017
O 5.307 4.529 -1.246
H 6.034 4.533 1.855
H 6.261 5.911 0.737
H 4.611 5.332 1.123
C -3.686 -1.910 -3.172
N -4.436 -1.976 -1.885
O -3.877 -2.478 -0.923
O -5.558 -1.522 -1.882
H -2.705 -2.350 -3.028
H -4.256 -2.467 -3.910
H -3.609 -0.863 -3.450
C 2.327 -8.465 1.405
N 3.096 -7.300 0.885
O 3.242 -7.210 -0.319
O 3.527 -6.510 1.703
H 2.009 -9.073 0.569
H 2.988 -9.022 2.063
H 1.473 -8.077 1.947
C -4.711 3.907 5.522
N -6.171 3.779 5.774
O -6.775 4.775 6.109
O -6.655 2.673 5.622
H -4.412 4.934 5.692
H -4.201 3.237 6.208
H -4.536 3.617 4.488
C -2.465 -8.531 0.906
N -1.253 -9.259 0.437
O -1.264 -9.707 -0.688
O -0.327 -9.354 1.226
H -3.196 -8.528 0.106
H -2.844 -9.057 1.778
H -2.161 -7.520 1.161
C 5.392 3.660 6.898
N 4.602 4.415 7.910
O 4.428 5.602 7.716
O 4.186 3.783 8.859
H 5.695 4.344 6.113
H 6.258 3.241 7.402
H 4.752 2.876 6.504
C -5.811 3.914 -0.823
N -5.646 2.935 -1.933
O -5.274 1.810 -1.653
O -5.897 3.331 -3.054
H -5.551 3.426 0.112
H -5.147 4.744 -1.025
H -6.847 4.235 -0.818
C -5.578 6.939 -3.652
N -6.604 6.917 -2.575
O -7.745 7.182 -2.878
O -6.221 6.627 -1.452
H -6.062 7.209 -4.584
H -4.829 7.675 -3.375
H -5.148 5.943 -3.711
C 6.645 1.587 -2.884
N 5.393 1.143 -3.557
O 4.551 0.568 -2.880
O 5.283 1.382 -4.738
H 6.596 1.307 -1.838
H 7.474 1.093 -3.383
H 6.709 2.665 -2.994
*
```

Output
Energy in Eh: -5812.799245
Molecular weight in g/mol: 1190.97

Mulliken population analysis, charges in e, atoms 1 to 8: C -1.41; C -0.29; P -0.18; C -0.11; C -1.28; C 0.00; N -0.10; C -0.46



Record 2
ORCA calculation (the ωB97M-V functional and the def2-TZVPD basis) on a single CH3IN2O molecule.

ORCA input file:
```
! RIJCOSX wB97M-V def2-TZVPD def2/J DEFGRID3
* xyz 0 1
H 2.178 -1.819 0.911
N 1.773 -1.420 0.065
N 0.859 -0.640 0.370
O 0.295 -0.094 -0.717
C -0.910 0.982 -0.275
I -2.655 -0.084 0.236
H -1.027 1.566 -1.174
H -0.513 1.509 0.584
*
```

Output
Molecular weight in g/mol: 185.95
SMILES: [H]/N=N/OCI
Energy above the lowest of the compared OMol25 structures with the same formula, charge and spin in eV: 2.3041

List of Mulliken charges in e, atom by atom: H 0.25; N -0.50; N 0.10; O -0.15; C -0.40; I 0.12; H 0.29; H 0.28



Results for max |F|: 0.055, 0.074 (in Eh/bohr, following the order of the records).